(1)
The following is a quantum chemistry calculation of a structure of composition C37H69BN8O5PbS in a non-equilibrium geometry, from the Open Molecules 2025 dataset.

Calculated values
* charge: +2
* calculated total energy: -78393.7996 eV
* maximum force: 1.6 eV/A
* HOMO level: -12.37 eV
* orbital gap: 4.61 eV

The geometry in XYZ format:
```
122
Properties=species:S:1:pos:R:3:forces:R:3
Pb 0.52708 -0.85526 0.87410 1.0 -1.1 0.4
C -1.16416 0.07736 5.61924 0.0 0.1 0.0
C -0.09932 0.50904 4.60276 0.0 -0.3 0.0
C 0.82495 -0.65300 4.27494 -0.1 0.1 -0.1
C -0.74422 1.17915 3.42029 -0.2 0.3 0.0
C -1.55078 2.31389 3.55778 0.0 -0.1 -0.2
C -1.94362 2.67856 2.28944 0.0 0.1 0.7
C -2.80090 3.88696 2.02586 0.0 0.0 -0.4
C -4.08860 3.61294 1.24129 0.0 0.0 0.0
C -1.96943 5.03289 1.43077 -0.1 0.0 0.2
N -1.39035 1.79122 1.42419 0.1 0.2 -0.3
N -0.65623 0.86518 2.12163 0.0 0.1 0.2
B -1.50128 1.81374 -0.10515 -0.7 -0.4 0.4
N -0.02524 2.19805 -0.71188 0.9 -1.1 0.5
N 0.91498 1.44329 -0.32064 -0.8 1.0 -0.1
C 2.61821 3.16601 -1.05123 0.2 -0.6 0.2
C 1.47790 3.78302 -1.65698 -0.5 0.1 0.0
C 0.20951 3.33770 -1.50045 0.7 1.3 -0.7
C -0.78515 4.07171 -2.40993 -0.4 -0.2 -0.3
C -2.28552 4.15448 -2.15087 0.1 0.1 0.0
C -0.57330 3.49650 -3.82757 0.0 0.1 0.1
C 4.27158 0.83598 -1.41075 0.3 -0.1 -0.4
C 3.93386 0.80648 -2.89259 -0.1 0.1 0.3
C 5.19733 -0.31388 -1.00266 -0.2 0.1 0.0
N -2.00885 0.50763 -0.71311 0.0 0.3 -0.1
N -1.34115 -0.68160 -0.59432 0.0 -0.1 -0.1
C -2.04830 -1.60476 -1.26103 -0.1 0.1 0.0
C -3.18452 -1.00969 -1.80336 0.1 0.1 0.1
C -3.14200 0.31962 -1.43109 -0.1 -0.3 -0.2
C -4.19562 1.33099 -1.76960 -0.1 0.0 0.0
C -5.53935 0.91919 -1.15637 0.1 0.1 0.0
C -4.31258 1.46800 -3.29357 0.0 0.0 0.1
C -1.66828 -3.04597 -1.42487 0.0 0.0 -0.1
C -1.22665 -3.29288 -2.87528 0.0 0.0 0.1
C -2.84554 -3.96169 -1.07682 0.1 0.1 0.1
H -0.68055 -0.33760 6.50287 0.0 0.0 0.0
H -1.82550 -0.68053 5.19865 0.0 0.0 0.0
H -1.78029 0.91637 5.93739 0.0 0.0 0.0
H 0.50390 1.28623 5.08419 0.0 0.0 0.0
H 0.29038 -1.45528 3.76475 -0.1 0.0 0.0
H 1.24677 -1.05974 5.19394 0.0 0.0 0.0
H 1.63803 -0.32558 3.64038 0.3 0.0 -0.2
H -1.81114 2.81269 4.47548 0.0 0.0 0.0
H -3.11456 4.20666 3.02071 0.0 0.0 0.0
H -3.92659 3.59495 0.16473 0.0 0.0 0.1
H -4.80985 4.40209 1.45027 0.0 0.0 0.0
H -4.53415 2.66470 1.54411 0.0 0.0 0.0
H -1.37648 4.69470 0.57991 0.0 0.0 0.0
H -1.28668 5.43528 2.17909 0.1 0.0 0.0
H -2.62427 5.84089 1.10456 0.0 0.0 0.0
H -2.20752 2.69701 -0.40059 0.1 -0.1 0.1
H 1.69159 4.62296 -2.30569 -0.1 0.0 0.0
H -0.42538 5.10130 -2.40863 0.1 0.0 0.0
H -2.77681 3.19942 -2.31165 0.2 0.2 0.0
H -2.69497 4.85570 -2.87764 0.0 0.0 -0.1
H -2.52240 4.54056 -1.16317 0.0 0.0 -0.1
H -0.89891 2.45484 -3.86817 0.0 0.0 0.0
H 0.46965 3.54730 -4.13820 0.0 0.0 0.0
H -1.16799 4.06874 -4.53774 0.0 0.0 0.0
H 4.75889 1.77674 -1.17794 -0.1 0.0 0.1
H 3.55066 -0.17406 -3.18101 0.0 0.0 0.0
H 4.83400 1.01668 -3.46895 0.0 0.0 -0.1
H 3.18737 1.56206 -3.14856 0.0 0.0 -0.1
H 5.30513 -1.03274 -1.81444 0.0 -0.1 0.1
H 4.78916 -0.81227 -0.12457 0.0 -0.1 0.0
H 6.19223 0.05123 -0.75396 0.0 0.0 0.0
H -3.94233 -1.48293 -2.40299 0.0 0.0 0.0
H -3.93201 2.29700 -1.34341 -0.1 -0.2 0.0
H -5.90392 -0.01067 -1.59225 0.0 0.0 0.0
H -6.28102 1.69468 -1.34661 0.0 0.0 0.0
H -5.45225 0.78747 -0.07740 0.0 0.0 0.0
H -4.72886 0.55868 -3.72649 0.0 0.0 0.0
H -3.33802 1.64676 -3.75111 0.0 0.0 -0.1
H -4.97288 2.29591 -3.55064 0.0 0.0 0.0
H -0.84914 -3.27550 -0.74109 0.0 0.0 0.0
H -2.07160 -3.15928 -3.55110 0.0 0.0 0.0
H -0.86331 -4.31436 -2.99569 0.0 0.0 0.0
H -0.44848 -2.59328 -3.18699 0.0 0.0 0.0
H -3.65638 -3.84058 -1.79477 0.0 0.0 0.0
H -3.23383 -3.74072 -0.08404 0.0 0.0 0.0
H -2.52379 -5.00243 -1.09504 0.0 0.0 0.0
O 5.40808 -0.88798 3.10624 0.4 0.4 0.2
C 4.28322 -0.60700 2.46787 -0.4 -0.2 -0.2
O 3.53180 -1.42841 2.01122 -0.2 0.1 0.0
C 4.10404 0.89570 2.37433 0.1 0.0 0.2
O 2.76640 1.24273 2.05472 -0.1 -0.4 -0.1
C 2.61722 2.30830 1.19211 -0.5 0.0 0.2
C 2.29891 1.85157 -0.31667 1.1 0.3 -0.3
O 3.72436 3.64869 -1.03113 -0.1 0.1 0.0
O 3.04808 0.71348 -0.61902 -0.3 0.1 0.2
H 5.56969 -1.84008 3.16044 -0.2 -0.1 -0.1
H 4.80971 1.26725 1.62537 0.0 0.0 0.0
H 4.37502 1.33401 3.33810 0.0 0.0 0.0
H 3.52823 2.90751 1.11648 0.0 0.0 -0.1
H 1.78907 2.93088 1.54299 0.0 0.1 0.0
C -0.76134 -3.95329 3.38208 -0.1 0.1 -0.3
S -1.31366 -2.95971 1.96415 -0.1 -0.1 0.4
C -2.74640 -2.08535 2.66824 0.1 -0.2 -0.3
H -0.58959 -3.33121 4.25639 0.0 0.0 0.0
H 0.16279 -4.44282 3.08248 0.0 0.0 0.0
H -1.51760 -4.70497 3.59348 0.0 0.0 0.0
H -3.65864 -2.53137 2.27913 0.0 0.0 0.0
H -2.69134 -1.03831 2.37808 0.0 0.0 0.1
H -2.72986 -2.17885 3.75006 0.0 0.0 0.0
C 4.41595 -4.96290 -0.98201 -0.1 0.0 0.1
C 3.01240 -4.53824 -1.39579 -0.1 0.3 -0.5
C 1.96561 -5.42759 -0.71910 0.2 0.0 0.0
C 2.86418 -4.61573 -2.92203 0.1 -0.2 0.2
N 2.85176 -3.17204 -0.89905 0.0 -0.4 1.0
N 1.71481 -2.41229 -1.25128 -0.3 0.7 0.2
H 4.59516 -5.99840 -1.26640 0.0 0.0 0.0
H 4.53463 -4.87632 0.09906 0.0 0.0 0.0
H 5.17153 -4.34305 -1.46960 0.0 0.0 0.0
H 2.17216 -6.47566 -0.93540 -0.1 0.0 0.0
H 0.95498 -5.20364 -1.07225 0.0 0.0 0.0
H 2.00001 -5.28020 0.36077 0.0 0.0 0.0
H 3.02145 -5.64278 -3.25319 0.0 0.0 -0.1
H 3.60517 -3.98540 -3.41667 0.0 0.0 0.0
H 1.86797 -4.31076 -3.24830 0.0 0.0 0.0
H 3.68656 -2.62284 -0.84336 0.1 0.2 -0.2
H 0.97753 -3.03521 -1.54991 0.1 0.0 -0.2
H 1.89960 -1.72062 -1.97529 0.0 -0.4 -0.4
```
Forces are in eV/Å.

***

(2)
The following is a quantum chemistry calculation of a cluster of 5 separate species, C37H69N4O9S in total in a non-equilibrium geometry, from the Open Molecules 2025 dataset.

Calculated values
* charge: +1
* calculated total energy: -74703.6856 eV
* maximum force: 3.3 eV/A
* HOMO level: -10.72 eV
* orbital gap: 8.59 eV

The geometry in XYZ format:
```
120
Properties=species:S:1:pos:R:3:forces:R:3
C -2.66389 -4.22217 6.86104 0.1 0.2 -0.2
C -2.01932 -4.71378 5.49842 -0.5 -0.9 0.6
C -0.47225 -4.98644 5.60439 -0.2 0.8 0.5
C 0.42115 -3.99200 4.79354 1.0 -1.5 -0.1
C 0.38974 -4.21920 3.23786 -0.8 2.0 0.8
C 1.02981 -2.93072 2.55489 0.6 -2.2 0.3
C 1.17982 -3.21752 1.02454 -0.6 0.6 -0.1
C 0.45178 -2.18669 0.04200 0.0 -2.8 0.1
C 0.58380 -2.92901 -1.35453 1.3 0.6 0.5
S 0.19690 -1.92207 -2.81729 -0.1 0.3 0.1
C 1.66839 -1.02303 -3.45215 0.6 0.9 -0.8
C 1.10173 0.09352 -4.42867 0.0 0.3 0.6
C -1.05869 -2.19809 0.48530 -2.8 1.2 0.9
N -2.02693 -2.20276 -0.65651 1.3 -3.0 -0.3
C -2.80103 -3.25879 -0.65134 -0.1 0.3 -1.1
C -2.71555 -4.18888 -1.91205 -1.1 1.3 0.2
C -3.81044 -3.60701 0.47443 1.8 -0.7 0.7
N -1.45386 -1.14237 1.44143 1.5 0.6 0.2
C -0.85971 0.17560 1.18120 0.0 0.2 0.4
C -1.45041 0.92609 -0.06623 -0.2 -0.1 0.2
C -1.11359 2.46112 -0.05624 -1.1 -0.8 -0.3
C -2.33886 3.33846 -0.48150 0.7 0.0 0.4
O 0.01913 2.67338 -0.90387 0.0 0.2 0.5
C 0.68751 0.03650 1.17268 -0.2 1.9 -0.2
N 1.10573 -0.84729 0.03029 -0.3 0.2 0.0
C 2.59870 -0.87900 -0.14747 2.0 1.6 -0.1
N 3.34731 -0.93648 1.10155 -0.5 -0.7 -0.8
H -2.81584 -3.11706 6.87706 0.1 -0.8 0.0
H -3.64928 -4.70852 7.05278 0.7 0.4 -0.3
H -2.01926 -4.47475 7.73706 -0.4 0.1 -0.7
H -2.52818 -5.68887 5.28318 0.5 0.8 0.0
H -2.29436 -4.04284 4.65035 0.3 -0.3 0.6
H -0.24609 -6.05753 5.38189 0.0 0.9 -0.1
H -0.20108 -4.84205 6.68277 -0.1 -0.2 -0.9
H 1.48134 -4.19354 5.10931 -0.8 0.3 -0.2
H 0.22411 -2.93281 5.08115 -0.2 -0.7 -0.4
H -0.69941 -4.21572 2.95790 0.9 -0.4 -0.1
H 0.88166 -5.15869 2.91234 -0.3 0.5 0.3
H 0.37768 -2.08936 2.85090 0.6 -0.3 -0.5
H 2.05762 -2.86262 2.99343 -0.9 0.5 -0.3
H 2.23651 -3.40189 0.70958 -0.7 0.4 0.3
H 0.65671 -4.18685 0.81501 0.4 0.8 0.1
H 1.63591 -3.30741 -1.44717 -0.9 0.3 0.1
H -0.05396 -3.83038 -1.28141 0.2 0.7 -0.4
H 2.37820 -1.64061 -4.04479 -0.6 0.1 0.6
H 2.26469 -0.47965 -2.68644 -0.6 -0.6 -0.2
H 1.04411 -0.24964 -5.48100 -0.1 0.1 0.7
H 0.11148 0.47607 -4.07266 0.6 -0.5 -0.4
H 1.77374 0.99091 -4.42791 -0.5 -1.2 0.1
H -1.21712 -3.17449 1.01553 0.5 0.8 -0.3
H -3.66991 -4.73313 -2.08203 0.7 0.2 -0.1
H -2.44893 -3.50874 -2.75933 -0.3 -0.7 0.5
H -1.88291 -4.92576 -1.81013 -0.6 0.6 0.3
H -3.78530 -4.69295 0.75029 -0.1 0.8 -0.5
H -3.47369 -3.06958 1.39742 -0.7 -0.2 -0.7
H -4.84902 -3.34983 0.18339 0.7 0.1 0.1
H -2.45920 -1.01045 1.46169 0.1 -0.5 -0.2
H -1.10319 0.81187 2.07441 0.3 -0.5 -0.7
H -1.10846 0.46989 -1.03271 -0.3 0.4 0.7
H -2.55862 0.75940 -0.03636 0.8 0.2 0.0
H -0.84861 2.72922 0.99259 0.2 0.1 -0.8
H -1.92951 4.34590 -0.74764 -0.6 -0.7 0.3
H -2.90171 2.93106 -1.34975 0.5 0.2 0.5
H -3.01808 3.42327 0.39880 0.3 0.1 -0.8
H -0.30573 2.92316 -1.77548 0.0 -0.1 0.0
H 1.15486 -0.23714 2.13327 -0.4 -0.4 -0.7
H 1.09560 1.04786 0.90089 -0.2 -0.8 0.2
H 0.76948 -0.31058 -0.78934 -0.2 -0.6 -0.1
H 2.94352 -1.66512 -0.84968 -0.8 0.3 0.6
H 2.85588 0.09310 -0.64815 -0.6 -0.8 0.2
H 3.75462 -0.04434 1.36888 0.1 -0.2 -0.1
H 4.07258 -1.63370 0.96530 0.0 0.3 0.5
O 5.05498 1.65617 3.12199 -0.2 0.3 -0.1
C 4.36318 1.56468 4.09865 0.4 -0.1 -0.1
O 4.10845 2.59349 4.93934 0.0 -0.2 -0.3
C 3.33978 2.12255 6.06017 -0.2 0.1 0.4
C 2.67129 0.85212 5.57530 -0.3 -0.3 0.1
C 3.69502 0.30908 4.59319 -0.6 0.0 0.2
H 4.01882 1.94274 6.89734 0.0 0.0 -0.1
H 2.61665 2.88297 6.35120 0.2 0.1 -0.1
H 2.42078 0.16109 6.37971 0.0 0.1 0.0
H 1.74716 1.09890 5.04502 0.0 0.0 0.1
H 4.43846 -0.32007 5.08673 0.0 0.0 -0.1
H 3.22257 -0.22793 3.77193 0.3 -0.1 0.0
O -1.08099 6.74171 4.08113 -0.1 0.3 0.0
C -1.10609 7.13149 2.95032 -0.1 -0.4 0.4
O -1.70636 8.28493 2.56544 0.1 -0.1 0.1
C -1.65187 8.40377 1.13611 -0.1 0.2 -0.3
C -0.49811 7.51989 0.70707 0.2 -0.1 -0.3
C -0.53261 6.41710 1.75166 0.3 0.3 -0.4
H -2.60775 8.07028 0.72272 0.0 0.0 0.0
H -1.49540 9.44641 0.86302 -0.1 0.0 0.2
H -0.58902 7.16048 -0.31820 -0.1 0.1 0.0
H 0.44174 8.07138 0.78719 -0.1 0.0 0.0
H -1.20708 5.60655 1.46619 0.0 0.0 0.1
H 0.46230 6.03161 1.96415 -0.2 -0.2 0.2
O -2.27473 1.00072 -4.87135 -0.1 0.1 -0.2
C -2.89731 0.01358 -5.14816 0.1 0.3 0.4
O -3.83309 -0.03120 -6.12668 0.2 0.1 0.1
C -4.46819 -1.31905 -6.12828 -0.3 -0.3 -0.2
C -3.48428 -2.24824 -5.44693 0.1 -0.4 0.1
C -2.80201 -1.32184 -4.45383 0.0 -0.5 -0.4
H -5.41299 -1.24123 -5.58344 0.0 0.0 0.0
H -4.67752 -1.62075 -7.15360 0.0 0.2 0.0
H -3.95883 -3.11620 -4.98828 -0.1 0.1 -0.1
H -2.75209 -2.61030 -6.17313 -0.1 0.0 0.0
H -3.34342 -1.26701 -3.50600 0.1 0.1 0.1
H -1.76221 -1.60322 -4.28372 -0.3 0.3 0.2
O 2.48804 1.04029 -7.37465 0.1 -0.1 0.5
C 2.83393 2.08069 -6.89644 -0.4 -0.2 -0.7
O 2.88949 2.30825 -5.55583 0.3 0.2 -0.2
C 3.23551 3.68294 -5.31628 0.1 0.3 0.2
C 3.92459 4.14653 -6.58356 0.2 0.3 -0.2
C 3.22178 3.32564 -7.65265 0.4 0.3 0.3
H 2.31808 4.24221 -5.11333 0.0 0.0 0.0
H 3.88803 3.74832 -4.44611 -0.1 -0.2 0.0
H 3.85867 5.22279 -6.73952 0.0 0.0 0.1
H 4.98279 3.87603 -6.55016 -0.1 0.0 0.0
H 2.31611 3.81610 -8.01471 0.0 -0.1 -0.1
H 3.88393 3.08701 -8.48161 -0.3 -0.1 -0.1
```
Forces are in eV/Å.

***

What is the charge in the second record? +1